[1]
C27H20CoO6P | ωB97M-V/def2-TZVPD

Atoms and positions in Å:
Co (-0.3502, -0.0257, 0.0042)
C (1.0891, 1.8570, 0.5107)
C (-0.0495, 2.1791, 1.2608)
C (-0.1629, 1.7236, 2.5694)
C (0.8339, 0.9341, 3.1213)
C (1.9582, 0.6090, 2.3779)
C (2.0995, 1.0822, 1.0815)
H (1.2323, 2.2996, -0.4702)
H (-0.8032, 2.8372, 0.8455)
H (-1.0294, 1.9927, 3.1557)
H (0.7341, 0.5616, 4.1319)
H (2.7253, -0.0225, 2.8062)
H (2.9876, 0.8501, 0.5088)
O (-0.4152, -3.3571, 2.4692)
C (-0.2822, -2.4301, 1.7072)
O (-0.9126, -1.3859, 1.5076)
C (1.0571, -2.5244, 0.6650)
O (1.7468, -3.5090, 0.7623)
O (1.1074, -1.5153, -0.0547)
O (-2.4408, 2.9351, -1.0349)
C (-2.0427, 1.8756, -1.5104)
O (-1.8929, 0.7793, -0.8744)
C (-1.7097, 1.8125, -2.9878)
C (-2.3815, 2.6500, -3.8717)
C (-2.0791, 2.6420, -5.2192)
C (-1.0791, 1.8036, -5.6927)
C (-0.4056, 0.9683, -4.8241)
C (-0.7141, 0.9588, -3.4662)
P (0.1657, -0.1405, -2.3082)
C (-0.6489, -1.7020, -2.7973)
C (-0.3360, -2.3621, -3.9803)
C (-0.9952, -3.5269, -4.3256)
C (-1.9867, -4.0368, -3.5040)
C (-2.3108, -3.3800, -2.3273)
C (-1.6424, -2.2215, -1.9739)
C (1.8038, -0.2368, -3.0938)
C (2.4115, 0.9467, -3.5155)
C (3.7202, 0.9505, -3.9535)
C (4.4490, -0.2289, -3.9675)
C (3.8645, -1.4039, -3.5216)
C (2.5585, -1.4071, -3.0719)
H (-3.1484, 3.3014, -3.4764)
H (-2.6101, 3.2953, -5.9002)
H (-0.8316, 1.7991, -6.7450)
H (0.3819, 0.3299, -5.1979)
H (0.4327, -1.9683, -4.6290)
H (-0.7338, -4.0342, -5.2441)
H (-2.5111, -4.9380, -3.7894)
H (-3.0842, -3.7724, -1.6804)
H (-1.8883, -1.7066, -1.0522)
H (1.8390, 1.8658, -3.5078)
H (4.1777, 1.8744, -4.2804)
H (5.4760, -0.2311, -4.3040)
H (4.4369, -2.3208, -3.5185)
H (2.1112, -2.3145, -2.6966)

Output
Expectation value of S²: 0.809
Charge: -1
Relative energy (zero: lowest compared OMol25 entry of this formula, charge and spin) in kJ/mol: 144.35
Gap between HOMO and LUMO (alpha / beta) in Ha: 0.2317 / 0.2431
Multiplicity: 2



[2]
CH2NOPS | ωB97M-V/def2-TZVPD

Atoms and positions in Å:
C (-0.5205, 0.9689, -0.0714)
N (0.9616, -0.8161, -0.3003)
O (0.7337, 0.5841, -0.4628)
P (-1.5790, 0.2532, 1.0195)
S (0.6106, -1.5152, 1.2101)
H (-0.7042, 1.8641, -0.4356)
H (0.4979, -1.3391, -0.9595)

Output
Charge: 0
Relative energy (zero: lowest compared OMol25 entry of this formula, charge and spin) in kJ/mol: 120.78
Gap between HOMO and LUMO (alpha / beta) in Ha: 0.2724 / 0.2722
Multiplicity: 1



[3]
C12H17N13NiO3PS | ωB97M-V/def2-TZVPD

Atoms and positions in Å:
Ni (0.3215, -0.2144, -0.2421)
N (2.9128, 1.1343, 3.2440)
C (1.6126, 0.8501, 2.9422)
S (0.7592, -0.1953, 3.9368)
N (1.0655, 1.6175, 2.0241)
N (0.2935, 1.4215, 1.0319)
C (-0.4344, 2.3888, 0.5298)
C (-0.9465, 2.2853, -0.7985)
C (-1.7980, 3.2562, -1.3609)
C (-2.2168, 3.1120, -2.6643)
C (-1.7670, 2.0236, -3.4037)
C (-0.9352, 1.1068, -2.7843)
N (-0.5531, 1.2192, -1.5269)
H (3.3591, 0.4929, 3.8811)
H (3.4803, 1.5152, 2.4985)
H (-0.5664, 3.3139, 1.0861)
H (-2.1178, 4.1024, -0.7709)
H (-2.8846, 3.8347, -3.1147)
H (-2.0659, 1.8931, -4.4306)
H (-0.5689, 0.2458, -3.3287)
N (3.6055, -0.7423, 0.7232)
C (3.3463, 0.2369, -0.2005)
N (4.2235, 1.1563, -0.5816)
N (3.5622, 1.9059, -1.4642)
N (2.3655, 1.4828, -1.6187)
N (2.1714, 0.4114, -0.8474)
C (2.7023, -1.7389, 0.9739)
N (2.9912, -2.9335, 1.4713)
N (1.8194, -3.5607, 1.5411)
N (0.8702, -2.8109, 1.1231)
N (1.3745, -1.6332, 0.7507)
H (4.5744, -0.9459, 0.9152)
C (-3.7771, 0.1239, -0.4070)
O (-2.9872, -0.8743, -1.0060)
P (-1.6314, -1.3923, -0.2533)
O (-1.4846, -2.6426, -1.2483)
C (-0.2063, -3.0402, -1.7050)
O (-2.3469, -2.0336, 1.0432)
C (-1.7377, -2.0231, 2.3258)
H (-4.7719, 0.0730, -0.8535)
H (-3.3627, 1.1192, -0.5925)
H (-3.8549, -0.0381, 0.6699)
H (0.2393, -3.7527, -1.0066)
H (0.4690, -2.1763, -1.8040)
H (-0.3461, -3.5042, -2.6838)
H (-2.4564, -1.6233, 3.0439)
H (-0.8365, -1.4071, 2.3332)
H (-1.4660, -3.0388, 2.6099)

Output
Expectation value of S²: 2.008
Charge: -1
Gap between HOMO and LUMO (alpha / beta) in Ha: 0.2540 / 0.2560
Multiplicity: 3



| no. | total energy (a.u.) |
| --- | --- |
| 1 | -3216.572907 |
| 2 | -908.681078 |
| 3 | -3652.977714 |